[1]
17
Properties=species:S:1:pos:R:3:nbo_charge:R:1 method="wB97M-V/def2-TZVPD" homo_lumo_gap_ev="7.7 / 7.7" largest_force_ha_per_bohr=0.084 charge=+1 lumo_ev="-6.058 / -6.058" de_lowest_kcal_mol=49.50 total_energy_ev=-19267.850
C -0.4886 -1.7982 0.9287 0.663
C 1.0341 -1.5272 0.5929 -0.111
N 3.2373 0.4316 -0.0980 0.569
N -1.1409 -0.7963 0.3068 -0.482
N 0.9579 -0.6608 -0.4564 -0.523
N -0.1330 1.2830 0.2415 -0.642
N 1.9700 -1.0658 1.6980 0.541
N -0.2425 0.0513 -0.4022 0.090
O -0.8565 -2.7098 1.5697 -0.467
O 3.1069 1.5574 -0.1900 -0.081
O 2.7353 -0.0046 1.4374 -0.371
O 2.1570 -1.7527 2.6062 -0.121
H 1.5604 -2.4021 0.3520 0.258
H -2.1469 -0.6729 0.3663 0.453
H -0.2315 2.0305 -0.4138 0.389
H 0.7444 1.4883 0.7031 0.395
H -0.6932 0.0374 -1.2816 0.439

=====

[2]
18
Properties=species:S:1:pos:R:3:nbo_charge:R:1 method="wB97M-V/def2-TZVPD" homo_lumo_gap_ev=9.4 largest_force_ha_per_bohr=0.094 charge=+1 lumo_ev=-4.856 smiles="N#CNCCC(Cl)=C=[N+](O)O" de_lowest_kcal_mol=133.47 total_energy_ev=-26372.989
N -1.6713 -0.7808 -1.0429 -0.505
C -1.7181 0.2177 -0.4447 0.550
N -1.4421 1.3368 0.0560 -0.617
C -0.0467 1.6969 0.3645 -0.194
C 0.9360 0.5483 0.4989 -0.481
C 1.1366 -0.1648 -0.7916 0.041
Cl 1.3728 0.6940 -2.2034 0.193
C 1.2586 -1.5113 -0.8841 0.238
N 0.8033 -2.6111 -1.1891 0.285
O 1.6246 -3.7850 -1.1662 -0.466
O -0.4506 -2.9874 -1.5397 -0.501
H -2.0624 1.7367 0.6652 0.428
H -0.0762 2.1346 1.4164 0.238
H 0.2233 2.4407 -0.3745 0.232
H 0.5838 -0.0132 1.2530 0.247
H 1.7365 1.0617 0.8648 0.276
H 1.0833 -4.5371 -1.1864 0.505
H -1.1459 -2.2369 -1.4190 0.529

=====

[3]
45
Properties=species:S:1:pos:R:3:nbo_charge:R:1 method="wB97M-V/def2-TZVPD" homo_lumo_gap_ev="7.4 / 5.4" largest_force_ha_per_bohr=0.029 charge=+1 lumo_ev="-2.871 / -3.206" multiplicity=2 de_lowest_kcal_mol=0.00 total_energy_ev=-63629.781
V -0.0617 -0.2207 0.0379 1.232
S -3.2549 -1.9084 2.6400 0.472
C -2.0572 -1.3129 3.7315 -0.245
C -2.0702 -1.3195 5.1264 -0.190
C -0.9888 -0.7782 5.7891 -0.200
C 0.0942 -0.2396 5.0784 -0.181
C 0.1029 -0.2372 3.6995 -0.254
C -0.9880 -0.7776 3.0218 0.179
N -1.1365 -0.8588 1.6302 -0.528
C -2.2721 -1.4268 1.3134 0.071
C -2.6015 -1.5554 -0.1210 -0.051
C -3.7386 -2.2018 -0.5833 -0.193
C -3.9659 -2.2725 -1.9500 -0.200
C -3.0618 -1.6982 -2.8346 -0.188
C -1.9206 -1.0605 -2.3552 -0.211
C -1.6586 -0.9775 -0.9865 -0.372
H -2.9037 -1.7350 5.6771 0.235
H -0.9751 -0.7682 6.8706 0.232
H 0.9337 0.1755 5.6198 0.226
H 0.9484 0.1744 3.1591 0.204
H -4.4492 -2.6461 0.1055 0.219
H -4.8490 -2.7734 -2.3246 0.227
H -3.2473 -1.7532 -3.8998 0.225
H -1.2351 -0.6269 -3.0754 0.207
C -1.3561 3.8633 0.1515 -0.703
C -0.3935 2.8243 0.6134 0.527
C 0.8071 3.1141 1.4370 -0.709
O -0.6071 1.6262 0.2706 -0.617
H -1.2155 4.8052 0.6768 0.233
H -2.3791 3.5125 0.2910 0.252
H -1.2258 4.0477 -0.9203 0.253
H 0.9347 4.1762 1.6317 0.244
H 1.7041 2.7451 0.9238 0.232
H 0.7379 2.5926 2.3987 0.245
C 2.9548 -3.9658 0.1192 -0.136
C 3.2163 -2.7527 0.7359 -0.215
C 2.2935 -1.7384 0.6090 0.017
N 1.1339 -1.8685 -0.0651 -0.522
C 0.8871 -3.0520 -0.6581 0.054
C 1.7742 -4.1055 -0.5914 -0.225
H 3.6576 -4.7847 0.1932 0.240
H 4.1209 -2.5843 1.3024 0.242
H 2.4855 -0.7755 1.0774 0.195
H -0.0525 -3.1286 -1.1874 0.233
H 1.5249 -5.0301 -1.0930 0.244

=====

[4]
9
Properties=species:S:1:pos:R:3:nbo_charge:R:1 method="wB97M-V/def2-TZVPD" homo_lumo_gap_ev="5.5 / 5.5" largest_force_ha_per_bohr=0.136 lumo_ev="-2.960 / -2.960" de_lowest_kcal_mol=106.13 total_energy_ev=-144729.399
C -0.9320 0.9434 -3.1004 0.013
C 0.9878 -0.2555 0.7973 -0.789
C -0.4356 -0.1565 0.4509 0.065
N -0.6007 0.6142 -2.0753 -0.768
Br -1.4882 1.3318 0.8629 0.320
Br -1.5376 -1.6707 0.2136 0.299
H 1.2242 0.3676 1.6192 0.265
H 1.6818 0.0429 -0.0625 0.332
H 1.1002 -1.2171 1.2943 0.263

=====

[5]
11
Properties=species:S:1:pos:R:3:nbo_charge:R:1 method="wB97M-V/def2-TZVPD" homo_lumo_gap_ev=5.5 largest_force_ha_per_bohr=0.091 charge=-1 lumo_ev=4.760 de_lowest_kcal_mol=84.48 total_energy_ev=-5268.025
O -0.2705 -0.2201 2.9628 -0.979
H 0.2580 -0.6474 2.3116 0.481
C 0.6653 1.0346 -1.5280 -0.565
C 0.2583 -0.2075 -1.4589 -0.120
C -0.1674 -0.8000 -0.1589 -1.078
H 0.0271 1.7956 -2.0113 0.181
H -0.9219 0.1846 2.3450 0.470
H 1.1146 1.4845 -0.6217 0.166
H -0.3159 -0.6757 -2.4224 0.120
H -1.2119 -0.7831 0.1230 0.177
H 0.5644 -1.1655 0.4588 0.147

=====

[6]
107
Properties=species:S:1:pos:R:3:lowdin_spin:R:1 method="wB97M-V/def2-TZVPD" homo_lumo_gap_ev="5.4 / 5.1" largest_force_ha_per_bohr=0.038 charge=+1 lumo_ev="-4.248 / -4.504" multiplicity=4 de_lowest_kcal_mol=6.63 total_energy_ev=-178559.583
Cr -0.0987 0.5130 -0.0854 2.976
C 1.9306 -2.2324 -4.6604 -0.009
C 2.4848 -2.9017 -3.5753 0.001
C 2.1444 -2.5469 -2.2856 -0.007
C 1.2303 -1.5119 -2.0659 0.005
C 0.6903 -0.8320 -3.1523 -0.005
C 1.0385 -1.1929 -4.4421 0.001
N 0.8842 -1.1008 -0.7458 -0.020
N 1.3955 -1.8543 0.1278 0.069
C 1.4446 -1.3680 1.4237 0.002
C 1.9974 -2.1713 2.4136 0.013
C 2.2175 -1.6197 3.6618 0.006
C 1.8924 -0.2881 3.8771 0.012
C 1.3187 0.4391 2.8452 0.009
N 1.0875 -0.0935 1.6506 0.007
H 2.2059 -2.5103 -5.6692 -0.001
H 3.1961 -3.7004 -3.7378 0.000
H 2.5726 -3.0666 -1.4420 0.000
H 0.0040 -0.0219 -2.9769 0.001
H 0.6155 -0.6538 -5.2794 0.000
H 2.2476 -3.1941 2.1692 0.000
H 2.6554 -2.2116 4.4539 0.000
H 2.0614 0.1834 4.8344 0.000
H 1.0217 1.4741 2.9790 0.000
O -0.8837 2.7844 3.0027 0.004
C -1.2256 2.1299 2.0410 0.008
O -0.5964 2.0946 0.8978 0.036
C -2.4551 1.2215 2.0691 0.003
P -1.9980 -0.3996 1.3308 -0.018
C -1.5228 -1.4374 2.7575 -0.005
C -1.3094 -0.9469 4.0420 -0.002
C -1.0240 -1.8240 5.0819 0.000
C -0.9363 -3.1864 4.8434 -0.002
C -1.1217 -3.6795 3.5572 0.001
C -1.4129 -2.8110 2.5195 -0.001
C -3.6685 -1.0734 0.9797 -0.003
C -4.4809 -1.4239 2.0594 -0.001
C -5.7861 -1.8350 1.8467 0.000
C -6.2944 -1.9040 0.5568 0.000
C -5.4906 -1.5630 -0.5189 0.000
C -4.1829 -1.1486 -0.3101 0.000
H -3.2096 1.6624 1.4146 0.000
H -2.8733 1.1256 3.0676 -0.001
H -1.3652 0.1168 4.2433 0.000
H -0.8817 -1.4377 6.0831 0.000
H -0.7335 -3.8647 5.6621 0.000
H -1.0528 -4.7426 3.3657 0.000
H -1.5819 -3.1969 1.5186 0.000
H -4.0941 -1.3834 3.0700 0.000
H -6.4092 -2.1006 2.6905 0.000
H -7.3149 -2.2235 0.3913 0.000
H -5.8825 -1.6188 -1.5266 0.000
H -3.5617 -0.8948 -1.1535 0.000
C -2.9699 -2.3204 -4.1427 0.000
N -2.4452 -3.6680 -4.0714 0.000
C -2.4671 -4.6013 -5.0913 0.000
C -1.9327 -5.7364 -4.6012 0.000
N -1.5846 -5.4879 -3.2869 0.000
C -1.0124 -6.4395 -2.3568 0.000
C -1.8995 -4.2142 -2.9611 0.000
Se -1.6089 -3.3870 -1.3509 0.002
H -3.5909 -2.2317 -5.0309 0.000
H -2.1590 -1.5927 -4.1864 0.000
H -3.5685 -2.1204 -3.2554 0.000
H -2.8620 -4.3766 -6.0656 0.000
H -1.7692 -6.6898 -5.0701 0.000
H -0.9091 -7.3997 -2.8552 0.000
H -1.6609 -6.5442 -1.4887 0.000
H -0.0382 -6.0898 -2.0180 0.000
C -1.2481 3.8617 -2.1576 0.001
Si -1.8633 2.1971 -2.7908 -0.003
C -1.0306 1.8519 -4.4539 0.002
C -3.7129 2.3106 -3.1415 -0.005
C -1.6432 0.8508 -1.4930 -0.068
H -1.8944 4.6766 -2.4891 0.000
H -0.2438 4.0775 -2.5310 0.000
H -1.2258 3.8707 -1.0659 0.000
H -1.2210 2.6957 -5.1215 0.000
H -1.4424 0.9609 -4.9360 0.000
H 0.0517 1.7318 -4.3854 0.000
H -3.9099 2.9713 -3.9892 -0.001
H -4.2519 2.7088 -2.2787 0.000
H -4.1372 1.3312 -3.3764 0.000
H -1.8625 -0.1257 -1.9455 0.001
H -2.4975 1.0683 -0.8384 0.004
C 4.6915 2.3363 -1.8294 0.000
N 3.5851 2.9516 -2.5574 0.000
C 3.3421 4.2869 -2.0092 0.000
N 3.0912 4.2821 -0.5707 -0.001
C 4.2149 3.6388 0.1009 0.000
N 4.4724 2.2829 -0.3857 -0.001
C 3.3941 1.3776 -0.0305 -0.001
P 1.7616 1.8897 -0.7869 -0.011
C 2.3899 2.1255 -2.5266 0.001
C 1.8181 3.6666 -0.2331 0.000
H 5.5892 2.9283 -2.0132 0.000
H 4.8551 1.3254 -2.2081 0.000
H 2.4934 4.7403 -2.5243 0.000
H 4.2289 4.8938 -2.1981 0.000
H 4.0238 3.6080 1.1750 0.000
H 5.1098 4.2367 -0.0771 0.000
H 3.2834 1.3627 1.0553 0.000
H 3.6408 0.3627 -0.3592 0.000
H 1.6040 2.5992 -3.1179 0.000
H 2.6027 1.1486 -2.9681 0.000
H 1.6533 3.6938 0.8455 0.000
H 1.0037 4.2146 -0.7020 0.000

=====

Please write out number 3 again, unchanged.
45
Properties=species:S:1:pos:R:3:nbo_charge:R:1 method="wB97M-V/def2-TZVPD" homo_lumo_gap_ev="7.4 / 5.4" largest_force_ha_per_bohr=0.029 charge=+1 lumo_ev="-2.871 / -3.206" multiplicity=2 de_lowest_kcal_mol=0.00 total_energy_ev=-63629.781
V -0.0617 -0.2207 0.0379 1.232
S -3.2549 -1.9084 2.6400 0.472
C -2.0572 -1.3129 3.7315 -0.245
C -2.0702 -1.3195 5.1264 -0.190
C -0.9888 -0.7782 5.7891 -0.200
C 0.0942 -0.2396 5.0784 -0.181
C 0.1029 -0.2372 3.6995 -0.254
C -0.9880 -0.7776 3.0218 0.179
N -1.1365 -0.8588 1.6302 -0.528
C -2.2721 -1.4268 1.3134 0.071
C -2.6015 -1.5554 -0.1210 -0.051
C -3.7386 -2.2018 -0.5833 -0.193
C -3.9659 -2.2725 -1.9500 -0.200
C -3.0618 -1.6982 -2.8346 -0.188
C -1.9206 -1.0605 -2.3552 -0.211
C -1.6586 -0.9775 -0.9865 -0.372
H -2.9037 -1.7350 5.6771 0.235
H -0.9751 -0.7682 6.8706 0.232
H 0.9337 0.1755 5.6198 0.226
H 0.9484 0.1744 3.1591 0.204
H -4.4492 -2.6461 0.1055 0.219
H -4.8490 -2.7734 -2.3246 0.227
H -3.2473 -1.7532 -3.8998 0.225
H -1.2351 -0.6269 -3.0754 0.207
C -1.3561 3.8633 0.1515 -0.703
C -0.3935 2.8243 0.6134 0.527
C 0.8071 3.1141 1.4370 -0.709
O -0.6071 1.6262 0.2706 -0.617
H -1.2155 4.8052 0.6768 0.233
H -2.3791 3.5125 0.2910 0.252
H -1.2258 4.0477 -0.9203 0.253
H 0.9347 4.1762 1.6317 0.244
H 1.7041 2.7451 0.9238 0.232
H 0.7379 2.5926 2.3987 0.245
C 2.9548 -3.9658 0.1192 -0.136
C 3.2163 -2.7527 0.7359 -0.215
C 2.2935 -1.7384 0.6090 0.017
N 1.1339 -1.8685 -0.0651 -0.522
C 0.8871 -3.0520 -0.6581 0.054
C 1.7742 -4.1055 -0.5914 -0.225
H 3.6576 -4.7847 0.1932 0.240
H 4.1209 -2.5843 1.3024 0.242
H 2.4855 -0.7755 1.0774 0.195
H -0.0525 -3.1286 -1.1874 0.233
H 1.5249 -5.0301 -1.0930 0.244